(1)
{
  "formula": "C24H40F4O18",
  "method": "ωB97M-V with the def2-TZVPD basis set",
  "species": ["O", "C", "O", "C", "C", "F", "O", "H", "H", "H", "O", "C", "O", "C", "C", "F", "O", "H", "H", "H", "O", "C", "O", "C", "C", "F", "O", "H", "H", "H", "O", "C", "O", "C", "C", "F", "O", "H", "H", "H", "C", "O", "C", "C", "O", "C", "C", "O", "C", "H", "H", "H", "H", "H", "H", "H", "H", "H", "H", "H", "H", "H", "H", "C", "O", "C", "C", "O", "C", "C", "O", "C", "H", "H", "H", "H", "H", "H", "H", "H", "H", "H", "H", "H", "H", "H"],
  "xyz": [[0.72, -2.23, 4.67], [0.98, -1.09, 4.44], [1.48, -0.26, 5.36], [1.53, 1.06, 4.80], [1.44, 0.83, 3.33], [2.67, 0.61, 2.71], [0.73, -0.41, 3.29], [0.78, 1.69, 5.24], [2.44, 1.52, 5.13], [0.95, 1.61, 2.75], [0.44, -2.48, -6.75], [-0.23, -1.66, -6.30], [-0.07, -1.12, -5.06], [-1.15, -0.15, -4.75], [-1.75, 0.04, -6.10], [-1.11, 1.12, -6.69], [-1.39, -1.09, -6.87], [-1.84, -0.45, -3.96], [-0.68, 0.76, -4.43], [-2.85, 0.12, -6.09], [1.75, 2.54, -1.85], [0.95, 2.97, -2.60], [0.95, 2.85, -3.95], [-0.04, 3.68, -4.50], [-0.93, 4.00, -3.30], [-2.08, 3.20, -3.25], [-0.12, 3.78, -2.23], [0.40, 4.61, -4.90], [-0.60, 3.17, -5.27], [-1.33, 5.01, -3.33], [-2.34, -1.83, -2.22], [-1.76, -1.09, -1.47], [-0.71, -0.32, -1.79], [-0.24, 0.25, -0.59], [-1.32, -0.05, 0.50], [-2.17, 1.09, 0.56], [-2.04, -1.07, -0.15], [0.71, -0.19, -0.41], [-0.18, 1.32, -0.65], [-0.98, -0.32, 1.50], [4.66, 0.19, -3.64], [4.06, -0.93, -3.05], [2.59, -0.92, -2.99], [2.13, -2.21, -2.37], [2.63, -2.30, -1.04], [1.83, -2.99, -0.16], [2.13, -2.71, 1.27], [3.28, -3.47, 1.60], [3.82, -3.09, 2.85], [4.49, 0.25, -4.73], [5.71, 0.20, -3.45], [4.24, 1.13, -3.20], [2.24, -0.72, -3.99], [2.30, -0.10, -2.29], [2.44, -3.02, -3.03], [1.04, -2.14, -2.23], [1.86, -4.06, -0.36], [0.80, -2.68, -0.36], [1.29, -2.92, 1.95], [2.35, -1.66, 1.37], [4.39, -2.18, 2.80], [4.47, -3.84, 3.28], [3.05, -2.92, 3.63], [-0.49, 4.02, 2.23], [-0.80, 2.87, 3.08], [-2.17, 2.70, 3.36], [-2.38, 1.57, 4.38], [-2.27, 0.36, 3.65], [-2.61, -0.83, 4.35], [-2.94, -1.94, 3.36], [-4.25, -1.73, 2.91], [-4.70, -2.68, 2.03], [-0.90, 3.89, 1.23], [0.63, 4.07, 2.09], [-0.87, 4.93, 2.72], [-2.74, 2.48, 2.46], [-2.61, 3.62, 3.77], [-3.35, 1.70, 4.87], [-1.67, 1.61, 5.22], [-3.48, -0.74, 5.01], [-1.72, -1.15, 4.91], [-2.77, -2.90, 3.90], [-2.22, -1.96, 2.52], [-4.07, -2.68, 1.09], [-5.71, -2.43, 1.76], [-4.73, -3.70, 2.43]],
  "lowdin_charge": [0.158, -0.575, 0.098, -0.044, -0.253, 0.049, 0.092, 0.126, 0.138, 0.143, 0.225, -0.525, 0.062, -0.022, -0.288, 0.035, 0.108, 0.112, 0.106, 0.174, 0.194, -0.513, 0.078, -0.066, -0.298, 0.027, 0.125, 0.147, 0.127, 0.165, 0.159, -0.550, 0.066, -0.040, -0.200, 0.023, 0.124, 0.120, 0.119, 0.141, -0.129, -0.185, -0.151, -0.169, -0.104, -0.219, -0.206, -0.148, -0.100, 0.088, 0.075, 0.086, 0.114, 0.117, 0.141, 0.108, 0.141, 0.111, 0.130, 0.110, 0.079, 0.086, 0.080, -0.051, -0.233, -0.204, -0.171, -0.147, -0.160, -0.205, -0.165, -0.133, 0.078, 0.098, 0.091, 0.116, 0.125, 0.126, 0.126, 0.133, 0.115, 0.141, 0.121, 0.102, 0.087, 0.087],
  "multiplicity": 1,
  "e_lumo_ev": 0.225,
  "homo_lumo_gap_ev": 9.5,
  "max_force_ev_per_a": 4.215,
  "total_charge": 0
}



(2)
{
  "formula": "C8H11NO3",
  "method": "ωB97M-V with the def2-TZVPD basis set",
  "species": ["C", "C", "C", "N", "O", "O", "C", "O", "C", "C", "C", "C", "H", "H", "H", "H", "H", "H", "H", "H", "H", "H", "H"],
  "xyz": [[2.84, -1.11, -0.46], [1.44, -0.96, 0.10], [0.44, -1.71, -0.34], [-0.92, -1.46, -0.03], [-1.68, -2.46, 0.70], [-1.63, -0.93, -1.15], [-1.82, 0.05, 0.01], [-2.75, 0.07, 0.71], [-0.76, 1.15, -0.21], [-1.36, 2.63, -0.38], [0.21, 1.04, 0.99], [1.11, 0.05, 1.06], [3.30, -0.17, -0.60], [2.73, -1.71, -1.41], [3.56, -1.68, 0.11], [0.68, -2.56, -0.98], [-2.54, -1.98, 0.93], [-0.31, 0.77, -1.19], [-1.97, 2.97, 0.48], [-1.87, 2.83, -1.39], [-0.40, 3.31, -0.56], [-0.04, 1.70, 1.72], [1.75, 0.15, 1.91]],
  "lowdin_charge": [-0.023, -0.250, -0.016, -0.179, 0.037, 0.021, -0.505, 0.133, -0.229, -0.051, -0.006, -0.057, 0.070, 0.102, 0.077, 0.135, 0.124, 0.156, 0.071, 0.088, 0.109, 0.079, 0.113],
  "multiplicity": 1,
  "e_lumo_ev": 0.646,
  "homo_lumo_gap_ev": 9.9,
  "max_force_ev_per_a": 4.956,
  "total_charge": 0
}



(3)
{
  "formula": "C12H16N2O",
  "method": "ωB97M-V with the def2-TZVPD basis set",
  "species": ["C", "C", "C", "C", "N", "C", "N", "H", "H", "H", "H", "H", "H", "H", "H", "C", "C", "C", "C", "C", "O", "C", "C", "H", "H", "H", "H", "H", "H", "H", "H"],
  "xyz": [[1.49, -0.32, -2.52], [0.65, -1.60, -2.48], [-0.03, -1.81, -1.14], [0.52, -2.71, -0.26], [-0.38, -2.79, 0.77], [-1.43, -2.01, 0.45], [-1.25, -1.40, -0.68], [0.86, 0.56, -2.66], [2.16, -0.34, -3.39], [2.07, -0.22, -1.61], [-0.08, -1.64, -3.25], [1.27, -2.48, -2.61], [1.36, -3.38, -0.35], [-0.32, -3.46, 1.52], [-2.17, -1.94, 1.24], [0.32, 2.86, -0.94], [0.00, 2.01, 0.25], [-1.32, 1.76, 0.56], [-1.68, 1.10, 1.73], [-0.64, 0.75, 2.57], [-0.93, 0.15, 3.79], [0.70, 0.92, 2.30], [0.99, 1.53, 1.09], [0.02, 2.33, -1.86], [1.36, 3.11, -1.05], [-0.28, 3.77, -1.06], [-2.10, 2.01, -0.13], [-2.66, 0.72, 1.99], [-1.89, 0.18, 3.92], [1.40, 0.52, 3.02], [1.99, 1.82, 0.77]],
  "lowdin_charge": [-0.091, -0.193, -0.313, -0.064, 0.047, -0.214, 0.118, 0.050, 0.069, 0.070, 0.095, 0.099, 0.114, 0.143, 0.118, -0.060, -0.294, -0.048, -0.038, -0.334, 0.019, -0.007, -0.046, 0.064, 0.073, 0.078, 0.111, 0.114, 0.091, 0.117, 0.112],
  "multiplicity": 1,
  "e_lumo_ev": 0.732,
  "homo_lumo_gap_ev": 8.9,
  "max_force_ev_per_a": 1.834,
  "total_charge": 0
}



(4)
{
  "formula": "C21H49N8O10Y",
  "method": "ωB97M-V with the def2-TZVPD basis set",
  "species": ["Y", "N", "O", "O", "O", "C", "C", "O", "N", "C", "H", "H", "H", "H", "H", "H", "H", "C", "C", "O", "N", "C", "H", "H", "H", "H", "H", "H", "H", "C", "C", "O", "N", "C", "H", "H", "H", "H", "H", "H", "H", "C", "C", "O", "N", "C", "H", "H", "H", "H", "H", "H", "H", "C", "C", "O", "N", "C", "H", "H", "H", "H", "H", "H", "H", "C", "C", "O", "N", "C", "H", "H", "H", "H", "H", "H", "H", "C", "C", "O", "N", "C", "H", "H", "H", "H", "H", "H", "H"],
  "xyz": [[0.00, 0.23, 0.36], [-0.56, 3.05, 2.36], [0.55, 3.64, 2.27], [-0.66, 2.00, 1.69], [-1.45, 3.38, 3.11], [0.37, 0.19, -3.70], [-0.33, -0.91, -2.90], [-0.46, -0.76, -1.69], [-0.74, -2.00, -3.48], [-0.63, -2.35, -4.88], [0.80, -0.16, -4.63], [1.13, 0.78, -3.20], [-0.46, 0.85, -3.95], [-1.29, -2.66, -2.96], [0.34, -2.76, -5.14], [-0.81, -1.45, -5.48], [-1.26, -3.24, -4.94], [2.29, -3.18, 0.73], [0.83, -3.02, 0.85], [0.32, -2.00, 0.36], [0.27, -3.95, 1.59], [-1.16, -4.13, 1.77], [2.77, -2.30, 1.17], [2.40, -3.20, -0.35], [2.62, -4.15, 1.09], [0.97, -4.41, 2.16], [-1.75, -3.52, 1.08], [-1.52, -3.92, 2.77], [-1.29, -5.20, 1.60], [3.37, 1.85, 2.59], [2.41, 0.70, 2.88], [1.51, 0.33, 2.09], [2.44, 0.28, 4.11], [1.72, -0.88, 4.54], [3.09, 2.72, 3.19], [3.49, 1.94, 1.51], [4.33, 1.57, 3.02], [3.07, 0.74, 4.75], [1.74, -1.64, 3.76], [0.67, -0.68, 4.76], [2.24, -1.28, 5.40], [2.30, 3.61, -1.86], [0.85, 3.14, -1.66], [0.59, 2.12, -0.92], [-0.10, 3.97, -2.17], [-1.54, 3.84, -1.87], [3.10, 3.09, -1.33], [2.23, 4.55, -1.32], [2.58, 3.78, -2.89], [0.21, 4.55, -2.93], [-1.74, 4.01, -0.81], [-2.14, 3.02, -2.24], [-2.04, 4.71, -2.30], [-4.04, 0.28, -1.98], [-3.38, 0.98, -0.85], [-2.12, 0.97, -0.65], [-4.21, 1.46, 0.04], [-3.95, 2.28, 1.17], [-5.08, 0.56, -1.81], [-4.03, -0.80, -1.86], [-3.79, 0.62, -2.98], [-5.18, 1.39, -0.23], [-3.00, 2.81, 1.08], [-3.95, 1.80, 2.14], [-4.63, 3.11, 1.36], [3.17, -1.47, -2.52], [3.11, -0.35, -1.37], [2.18, -0.20, -0.53], [4.22, 0.36, -1.17], [5.44, 0.36, -1.92], [2.32, -2.14, -2.68], [4.08, -2.05, -2.67], [3.22, -0.89, -3.44], [4.23, 1.04, -0.42], [6.04, 1.12, -1.42], [5.30, 0.54, -2.98], [5.98, -0.58, -1.77], [-2.38, -0.74, 4.19], [-2.41, -0.99, 2.65], [-1.43, -0.64, 1.95], [-3.54, -1.54, 2.16], [-3.95, -2.08, 0.85], [-1.62, -1.48, 4.45], [-3.30, -0.77, 4.76], [-2.15, 0.32, 4.24], [-4.43, -1.45, 2.64], [-3.33, -1.90, -0.02], [-4.91, -1.66, 0.54], [-4.17, -3.12, 1.10]],
  "lowdin_charge": [1.606, -0.570, -0.007, -0.190, 0.047, 0.038, -0.507, -0.091, 0.043, -0.043, 0.081, 0.074, 0.102, 0.158, 0.091, 0.097, 0.101, 0.030, -0.507, -0.104, 0.058, -0.019, 0.099, 0.093, 0.099, 0.153, 0.070, 0.091, 0.099, 0.042, -0.476, -0.088, 0.045, -0.027, 0.101, 0.071, 0.086, 0.164, 0.081, 0.083, 0.102, 0.028, -0.417, -0.104, 0.056, -0.031, 0.069, 0.098, 0.090, 0.148, 0.092, 0.072, 0.092, 0.030, -0.501, -0.093, 0.047, -0.046, 0.083, 0.083, 0.101, 0.143, 0.069, 0.089, 0.104, 0.034, -0.392, -0.109, 0.024, -0.059, 0.075, 0.086, 0.073, 0.127, 0.101, 0.098, 0.096, 0.042, -0.443, -0.091, 0.046, -0.053, 0.084, 0.089, 0.093, 0.146, 0.074, 0.087, 0.095],
  "multiplicity": 1,
  "e_lumo_ev": -4.101,
  "homo_lumo_gap_ev": 8.7,
  "max_force_ev_per_a": 3.825,
  "total_charge": 2
}



(5)
{
  "formula": "C5H10O2",
  "method": "ωB97M-V with the def2-TZVPD basis set",
  "species": ["C", "C", "O", "C", "C", "C", "O", "H", "H", "H", "H", "H", "H", "H", "H", "H", "H"],
  "xyz": [[2.21, -0.85, -0.38], [1.24, -0.59, 0.76], [0.39, 0.52, 0.47], [-0.97, 0.23, 0.27], [-1.73, 1.55, 0.39], [-1.24, -0.34, -1.12], [-2.23, -0.97, -1.40], [2.96, -1.59, -0.07], [1.70, -1.24, -1.27], [2.73, 0.07, -0.65], [0.65, -1.48, 0.98], [1.80, -0.33, 1.67], [-1.34, -0.50, 1.01], [-2.80, 1.39, 0.28], [-1.53, 2.00, 1.36], [-1.39, 2.24, -0.39], [-0.47, -0.10, -1.88]],
  "lowdin_charge": [-0.078, -0.261, -0.133, -0.385, -0.023, -0.210, 0.065, 0.077, 0.068, 0.081, 0.122, 0.119, 0.154, 0.090, 0.087, 0.091, 0.136],
  "multiplicity": 1,
  "e_lumo_ev": 0.999,
  "homo_lumo_gap_ev": 10.6,
  "max_force_ev_per_a": 0.560,
  "total_charge": 0
}



(6)
{
  "formula": "C12H12N3",
  "method": "ωB97M-V with the def2-TZVPD basis set",
  "species": ["C", "C", "C", "C", "C", "C", "C", "C", "C", "N", "C", "C", "C", "N", "N", "H", "H", "H", "H", "H", "H", "H", "H", "H", "H", "H", "H"],
  "xyz": [[-0.30, 3.12, -1.61], [-0.44, 2.07, -1.03], [-0.37, 0.88, -0.16], [1.06, 0.32, -0.14], [1.48, -0.25, 1.09], [2.79, -0.66, 1.23], [3.59, -0.65, 0.09], [3.16, -0.22, -1.13], [1.86, 0.24, -1.22], [-0.85, 1.12, 1.09], [-1.90, 0.69, 1.65], [-2.92, -0.20, 0.97], [-2.25, -0.89, -0.14], [-2.51, -2.15, -0.43], [-1.25, -0.31, -0.76], [0.11, 3.83, -2.27], [0.94, -0.20, 2.05], [3.06, -1.00, 2.17], [4.65, -0.95, 0.37], [4.01, -0.17, -1.98], [1.51, 0.74, -2.21], [-2.11, 1.16, 2.57], [-3.38, -0.81, 1.65], [-3.56, 0.56, 0.63], [-3.31, -2.49, 0.09], [-2.13, -2.76, -1.24], [-0.92, -1.05, -1.32]],
  "lowdin_charge": [0.179, -0.028, -0.381, -0.176, -0.018, -0.060, -0.093, -0.086, -0.071, 0.123, -0.043, -0.018, -0.317, 0.205, 0.220, 0.047, 0.122, 0.091, 0.137, 0.171, 0.156, 0.130, 0.107, 0.143, 0.126, 0.202, 0.134],
  "multiplicity": 1,
  "e_lumo_ev": -3.120,
  "homo_lumo_gap_ev": 9.5,
  "max_force_ev_per_a": 4.451,
  "total_charge": 1
}



(7)
{
  "formula": "C6H28O8",
  "method": "ωB97M-V with the def2-TZVPD basis set",
  "species": ["C", "C", "C", "C", "C", "C", "H", "H", "H", "H", "H", "H", "H", "H", "H", "H", "H", "H", "O", "H", "H", "O", "H", "H", "O", "H", "H", "O", "H", "H", "O", "H", "H", "O", "H", "H", "O", "H", "H", "O", "H", "H"],
  "xyz": [[-0.09, -1.53, -0.61], [0.26, -0.22, -0.14], [1.48, 0.18, 0.55], [1.98, 1.67, 0.44], [2.44, 2.09, -0.97], [1.47, 1.76, -2.05], [0.53, -2.43, -0.63], [-1.16, -1.64, -0.96], [-0.36, 0.60, -0.50], [1.19, 0.19, 1.55], [2.34, -0.53, 0.49], [1.16, 2.32, 0.92], [2.99, 1.78, 0.96], [3.60, 2.08, -1.09], [2.44, 3.26, -0.70], [0.82, 0.92, -1.79], [1.86, 1.45, -3.05], [0.81, 2.59, -2.21], [1.22, -1.83, -2.76], [1.39, -1.96, -3.65], [0.82, -1.01, -2.58], [0.48, -0.22, 3.92], [1.20, -0.71, 4.23], [-0.27, -0.71, 3.89], [-1.24, 1.92, 3.88], [-0.31, 1.63, 4.01], [-1.61, 1.32, 3.40], [-0.58, 0.51, -3.59], [-0.85, 1.41, -3.71], [-1.23, 0.13, -4.16], [-2.87, -1.89, 1.93], [-2.76, -2.55, 2.48], [-2.66, -2.23, 1.08], [2.16, -2.14, 3.15], [1.96, -2.82, 2.49], [1.88, -1.53, 2.35], [-3.55, -2.40, -0.98], [-2.67, -2.54, -0.91], [-3.95, -1.58, -0.98], [-3.05, 1.78, -1.12], [-3.25, 0.86, -1.44], [-3.99, 2.04, -1.13]],
  "lowdin_charge": [0.007, -0.161, -0.235, -0.202, -0.272, -0.136, 0.052, 0.047, 0.096, 0.056, 0.135, 0.138, 0.122, 0.126, 0.130, 0.002, 0.093, 0.075, -0.018, 0.006, -0.045, 0.013, 0.009, -0.004, -0.001, 0.033, -0.085, -0.031, 0.043, 0.043, 0.034, -0.057, -0.012, -0.095, 0.038, 0.069, 0.037, -0.060, 0.009, -0.081, 0.039, 0.046],
  "multiplicity": 1,
  "e_lumo_ev": -0.030,
  "homo_lumo_gap_ev": 8.8,
  "max_force_ev_per_a": 8.231,
  "total_charge": 0
}



| no. | HOMO energy (eV) |
| --- | --- |
| 1 | -9.3 |
| 2 | -9.3 |
| 3 | -8.1 |
| 4 | -12.8 |
| 5 | -9.6 |
| 6 | -12.6 |
| 7 | -8.9 |